[1]
Computed, not measured: C3H9Cl3Si2 in the gas phase in a non-equilibrium geometry, with the ωB97M-V functional and the def2-TZVPD basis.

The geometry in XYZ format:
```
17
Properties=species:S:1:pos:R:3:forces:R:3:nbo_charge:R:1
C 0.3061 -0.0879 1.8405 -1.1 -0.7 -0.5 -1.087
Si 0.0683 0.0812 -0.0217 1.9 -0.8 0.2 1.221
C 0.5584 1.8477 -0.3116 -1.1 0.5 -1.1 -1.103
C 1.4867 -0.9158 -0.7704 -1.0 0.0 -0.1 -1.092
Si -2.0431 -0.8003 -0.7669 -0.9 -0.2 -0.1 0.998
Cl -2.3427 -1.5957 -2.7326 0.4 0.7 1.4 -0.360
Cl -3.4016 0.7809 -0.5061 0.4 -0.5 -0.2 -0.378
Cl -2.7305 -2.3100 0.5433 0.5 0.7 -0.6 -0.370
H 0.5862 -1.0977 2.1708 0.1 0.3 -0.2 0.245
H 1.0501 0.6620 2.1016 -0.1 0.0 0.3 0.242
H -0.6857 0.1015 2.2521 0.2 0.4 0.6 0.239
H 1.6218 1.9653 -0.1146 0.0 -0.1 0.1 0.248
H 0.3477 2.2324 -1.3236 0.2 -0.2 0.3 0.246
H -0.0301 2.4591 0.3538 0.0 0.5 0.4 0.240
H 1.5747 -0.5966 -1.8089 0.3 -0.4 -0.1 0.235
H 1.2149 -1.9642 -0.6770 0.2 -0.3 -0.4 0.234
H 2.4187 -0.7619 -0.2289 0.0 0.2 0.0 0.241
```
Forces are in eV/Å.

Results
SMILES = C[Si](C)(C)[Si](Cl)(Cl)Cl
relative energy (zero: lowest compared OMol25 entry of this formula, charge and spin) = 0.1 kJ/mol



[2]
Computed, not measured: C6H10O in the gas phase, with the ωB97M-V functional and the def2-TZVPD basis.

The geometry in XYZ format:
```
17
Properties=species:S:1:pos:R:3:forces:R:3:nbo_charge:R:1
C 0.7752 0.1968 -2.3280 -0.3 -0.1 0.4 -0.218
C 0.2451 0.0884 -1.2507 0.2 0.2 -0.6 -0.048
C -0.2309 0.2496 0.1413 0.1 0.5 0.0 0.175
C 0.3156 1.6244 0.5604 0.0 0.2 0.1 -0.592
C -1.7497 0.2043 0.2903 -0.1 -0.1 -0.1 -0.611
O 0.3455 -0.6828 1.0394 0.1 0.0 0.3 -0.536
C 0.9003 -1.8715 0.5440 0.1 -0.3 -0.2 -0.246
H 1.2410 0.3251 -3.2812 -0.1 -0.2 0.1 0.239
H 0.2801 1.7691 1.6463 -0.1 -0.2 -0.2 0.220
H -0.2697 2.4125 0.0818 0.2 0.0 0.0 0.208
H 1.3518 1.6816 0.2268 0.0 0.2 0.1 0.220
H -2.2360 1.0093 -0.2709 0.1 -0.2 0.0 0.214
H -1.9944 0.3344 1.3503 0.1 -0.1 -0.2 0.221
H -2.1378 -0.7567 -0.0532 0.0 0.1 0.1 0.215
H 1.7426 -1.6858 -0.1353 -0.1 0.0 0.1 0.177
H 1.2547 -2.4050 1.4274 0.0 -0.1 -0.2 0.196
H 0.1665 -2.4935 0.0112 0.0 0.1 0.1 0.166
```
Forces are in eV/Å.

Results
SMILES = C#CC(C)(C)OC
relative energy (zero: lowest compared OMol25 entry of this formula, charge and spin) = 201.7 kJ/mol



[3]
Computed, not measured: 5 unconnected molecules or ions with the total composition C30H37NO6S in a non-equilibrium geometry, with the ωB97M-V functional and the def2-TZVPD basis.

The geometry in XYZ format:
```
75
Properties=species:S:1:pos:R:3:forces:R:3:lowdin_charge:R:1
C 5.3576 -2.4883 2.0541 -0.8 0.2 -0.2 -0.060
C 3.7904 -2.1894 2.3938 1.3 -2.2 -0.9 -0.211
O 3.6641 -0.7889 2.7534 1.1 -1.2 0.2 -0.072
N 2.3862 -0.3188 2.6712 -1.0 1.0 0.5 -0.050
C 1.3390 -1.1428 3.3753 -2.6 -0.5 1.1 -0.085
C 0.4117 -2.0294 2.4084 -0.8 -1.1 0.5 -0.163
C -1.0174 -1.3210 2.0565 1.2 -0.4 -0.3 -0.192
S -2.3545 -2.6110 1.7613 -3.7 -0.8 1.3 0.755
O -2.3460 -3.7096 2.7840 0.8 2.8 -2.8 -0.335
O -3.6858 -1.8837 1.6530 4.5 -1.9 -0.2 -0.349
O -1.9521 -3.3084 0.2593 0.4 2.0 2.1 -0.189
C 1.9697 0.0740 1.2544 -1.4 1.8 -9.2 -0.514
O 0.9820 0.8965 1.1295 2.8 -2.8 2.9 -0.035
O 2.6020 -0.3437 0.1153 -1.7 0.6 6.9 -0.069
H 5.3902 -3.3805 1.3181 0.0 1.3 1.5 0.093
H 5.8518 -1.6138 1.4921 -0.9 -1.2 1.1 0.094
H 5.8747 -2.7250 3.0505 -0.5 0.4 -1.8 0.082
H 3.5352 -2.9185 3.2602 0.1 1.6 -1.2 0.132
H 3.1568 -2.4613 1.4819 0.9 0.8 1.3 0.118
H 2.4045 0.5985 3.1797 0.2 -0.8 -0.6 0.218
H 1.7564 -1.7668 4.2564 -0.1 1.1 -1.9 0.156
H 0.6258 -0.3818 3.8849 1.3 -1.1 -0.9 0.152
H 0.9436 -2.4370 1.4748 -0.7 0.9 1.4 0.124
H 0.1190 -2.9714 3.0217 0.6 1.5 -0.9 0.126
H -0.9778 -0.7077 1.0858 -0.1 -0.6 1.7 0.100
H -1.3429 -0.7208 2.9744 0.1 -0.8 -1.6 0.124
H -1.3602 -2.6397 -0.1806 -0.8 -0.7 0.1 0.053
C 4.2456 3.7640 0.9482 -0.1 0.1 0.0 -0.094
C 3.0161 3.2345 0.5657 0.1 0.0 0.0 -0.089
C 1.9472 4.0836 0.2960 0.0 0.1 0.0 -0.084
C 2.1060 5.4617 0.4123 0.1 -0.1 0.0 -0.096
C 3.3327 5.9901 0.8036 0.0 -0.1 0.0 -0.103
C 4.4029 5.1421 1.0702 -0.1 0.0 0.0 -0.104
H 5.0815 3.1026 1.1521 -0.1 0.0 0.0 0.098
H 2.8869 2.1622 0.4763 0.1 0.2 -0.2 0.067
H 0.9898 3.6712 -0.0049 0.1 0.0 0.0 0.100
H 1.2731 6.1236 0.1993 0.1 0.0 0.0 0.099
H 3.4548 7.0643 0.9001 0.0 -0.1 0.0 0.098
H 5.3600 5.5542 1.3730 -0.1 0.0 0.0 0.097
C -1.0801 -1.6508 -3.3821 -0.1 0.0 0.0 -0.092
C -0.4610 -1.1287 -2.2502 -0.2 0.0 0.0 -0.113
C -0.7006 0.1887 -1.8693 0.0 0.0 0.1 -0.087
C -1.5567 0.9860 -2.6235 0.0 -0.1 -0.1 -0.087
C -2.1687 0.4667 -3.7609 0.1 0.0 0.0 -0.095
C -1.9318 -0.8518 -4.1395 0.1 0.0 0.1 -0.096
H -0.8980 -2.6795 -3.6751 0.0 0.1 0.0 0.105
H 0.2099 -1.7498 -1.6628 0.1 0.1 -0.1 0.099
H -0.2195 0.5941 -0.9843 0.1 0.0 -0.1 0.082
H -1.7458 2.0119 -2.3257 0.0 -0.1 0.0 0.103
H -2.8317 1.0899 -4.3526 0.1 -0.1 0.1 0.102
H -2.4104 -1.2569 -5.0249 0.0 0.0 0.1 0.103
C 2.3119 -0.4452 -7.4458 0.0 0.0 0.1 -0.102
C 3.5625 -0.7342 -6.9081 0.0 0.0 0.0 -0.104
C 3.7997 -0.5373 -5.5509 -0.1 0.0 0.0 -0.099
C 2.7868 -0.0469 -4.7314 0.0 0.0 -0.1 -0.086
C 1.5391 0.2508 -5.2710 0.0 0.0 0.0 -0.091
C 1.3007 0.0504 -6.6273 0.1 0.0 0.0 -0.095
H 2.1253 -0.6051 -8.5026 0.0 0.0 0.1 0.097
H 4.3531 -1.1142 -7.5473 -0.1 0.0 0.1 0.097
H 4.7739 -0.7660 -5.1313 -0.1 0.0 0.0 0.098
H 2.9705 0.1043 -3.6728 0.0 0.0 -0.1 0.102
H 0.7508 0.6387 -4.6332 0.1 -0.1 0.0 0.088
H 0.3268 0.2804 -7.0473 0.1 0.0 0.0 0.099
C -7.7144 -0.4501 2.3003 0.0 0.1 0.2 -0.092
C -6.4794 -0.7612 2.8616 0.0 0.0 -0.1 -0.086
C -6.2686 -0.5788 4.2249 -0.1 0.1 0.0 -0.092
C -7.2918 -0.0811 5.0271 0.0 0.0 -0.1 -0.103
C -8.5237 0.2386 4.4641 0.0 0.0 0.0 -0.106
C -8.7360 0.0528 3.1014 0.1 0.0 0.0 -0.103
H -7.8808 -0.5986 1.2386 0.0 0.0 0.1 0.100
H -5.6806 -1.1469 2.2361 -0.1 0.1 0.1 0.067
H -5.3066 -0.8247 4.6628 -0.1 0.0 -0.1 0.098
H -7.1283 0.0587 6.0905 0.0 0.0 -0.1 0.096
H -9.3197 0.6322 5.0883 0.1 0.0 -0.1 0.097
H -9.6974 0.2998 2.6630 0.1 0.0 0.0 0.097
```
Forces are in eV/Å.

Results
SMILES = CCO[N@H+](CCCS(=O)(=O)O)C(=O)[O-].c1ccccc1.c1ccccc1.c1ccccc1.c1ccccc1
relative energy (zero: lowest compared OMol25 entry of this formula, charge and spin) = 328.4 kJ/mol